{
  "formula": "C4H5ClN2S",
  "method": "the ωB97M-V functional and the def2-TZVPD basis",
  "elements": ["C", "C", "C", "C", "N", "N", "S", "Cl", "H", "H", "H", "H", "H"],
  "positions_angstrom": [[-0.697, 3.780, -0.246], [-0.399, 3.213, -1.498], [-0.272, 1.676, 0.110], [2.299, -2.255, 1.930], [-0.618, 2.820, 0.710], [-0.075, 1.916, -1.199], [-0.066, 0.159, 0.888], [1.413, -3.440, 2.634], [-0.955, 4.774, -0.073], [-0.634, 3.603, -2.425], [1.879, -1.263, 1.700], [3.295, -2.455, 1.821], [0.069, 1.303, -1.909]],
  "lowdin_charge": [-0.11, -0.03, -0.87, -0.57, 0.05, 0.05, 0.73, 0.59, 0.08, 0.09, -0.08, -0.04, 0.11],
  "e_above_lowest_kcal_mol": 74.4,
  "mol_weight_g_mol": 148.62,
  "spin_multiplicity": 1,
  "energy_ev": -30563.6694,
  "lumo_energy_ev": [0.4, -2.4],
  "orbital_gap_ev": [9.15, 5.58]
}